1.
Formula: C34H64N5O4S2SiY
Source: OMol25
Level of theory: wB97M-V/def2-TZVPD

XYZ file:
```
111
Properties=species:S:1:pos:R:3:lowdin_charge:R:1
Y 0.696 -0.943 -0.860 1.384
C -2.283 0.063 -2.560 -0.113
N -2.282 -0.754 -1.348 -0.272
C -3.128 -0.135 -0.340 -0.103
C -2.769 -2.095 -1.650 -0.211
C -1.752 -3.025 -2.280 -0.280
C -2.249 -4.024 -3.116 -0.094
C -1.402 -4.967 -3.676 -0.138
C -0.046 -4.894 -3.389 -0.129
C 0.429 -3.889 -2.554 -0.176
C -0.388 -2.908 -1.957 -0.183
H -3.313 0.203 -2.935 0.087
H -1.691 -0.432 -3.330 0.067
H -1.839 1.035 -2.344 0.016
H -4.185 -0.101 -0.662 0.091
H -2.792 0.879 -0.142 0.046
H -3.066 -0.700 0.591 0.065
H -3.666 -2.034 -2.293 0.114
H -3.104 -2.545 -0.710 0.095
H -3.315 -4.069 -3.335 0.090
H -1.792 -5.740 -4.331 0.079
H 0.638 -5.616 -3.824 0.084
H 1.500 -3.870 -2.354 0.020
C -0.537 1.422 4.149 -0.027
C -1.420 0.783 3.072 -0.618
C -2.894 1.012 3.440 -0.032
C -1.145 -0.716 3.022 -0.036
O -1.112 1.284 1.767 -0.171
Si -1.177 2.805 1.112 -0.184
S -0.467 2.789 -0.796 0.329
O -0.509 3.932 2.157 -0.173
C 0.808 4.474 2.193 -0.658
C 0.989 5.074 3.590 -0.043
C 1.878 3.410 1.945 -0.043
C 0.932 5.585 1.144 -0.052
O -2.803 3.170 1.297 -0.178
C -3.560 4.326 0.990 -0.660
C -4.964 3.834 0.623 -0.039
C -3.004 5.154 -0.171 -0.061
C -3.623 5.212 2.242 -0.035
H -0.786 1.002 5.127 0.081
H -0.683 2.500 4.169 0.069
H 0.511 1.209 3.932 0.080
H -3.093 0.612 4.437 0.078
H -3.545 0.511 2.721 0.078
H -3.128 2.074 3.421 0.069
H -1.408 -1.181 3.976 0.090
H -0.089 -0.894 2.804 0.074
H -1.738 -1.158 2.220 0.052
H 0.959 4.286 4.345 0.074
H 0.188 5.789 3.796 0.076
H 1.949 5.590 3.656 0.076
H 1.730 2.551 2.601 0.074
H 2.875 3.821 2.115 0.090
H 1.806 3.053 0.918 0.032
H 0.186 6.363 1.331 0.076
H 0.760 5.154 0.157 0.039
H 1.929 6.033 1.175 0.078
H -4.903 3.210 -0.270 0.083
H -5.631 4.678 0.431 0.075
H -5.369 3.230 1.438 0.079
H -2.838 4.520 -1.040 0.055
H -2.039 5.580 0.105 0.068
H -3.702 5.957 -0.419 0.078
H -4.131 4.685 3.055 0.078
H -4.153 6.144 2.031 0.076
H -2.603 5.433 2.557 0.072
C -1.935 -3.805 1.818 -0.016
C -0.455 -3.751 1.965 -0.419
N 0.394 -3.180 1.152 0.097
C 1.649 -3.393 1.679 -0.158
C 1.550 -4.106 2.830 -0.086
N 0.199 -4.335 3.007 0.082
H -2.200 -3.333 0.876 0.052
H -2.431 -3.272 2.634 0.068
H -2.292 -4.837 1.806 0.077
H 2.539 -3.022 1.196 0.045
H 2.294 -4.460 3.522 0.101
H -0.232 -4.803 3.780 0.138
C 3.401 0.736 0.265 -0.158
C 2.240 -0.097 0.839 -0.511
O 2.265 -0.245 2.067 -0.140
H 4.126 1.011 1.038 0.058
H 2.995 1.638 -0.206 0.041
H 3.895 0.151 -0.517 0.010
C 6.513 -5.106 -0.698 -0.169
N 5.677 -4.193 0.079 -0.150
C 4.328 -4.084 -0.351 -0.961
N 3.546 -5.257 -0.185 0.000
S 3.780 -2.694 -1.177 0.493
H 7.530 -5.093 -0.298 0.057
H 6.549 -4.858 -1.770 0.069
H 6.124 -6.122 -0.594 0.052
H 6.064 -3.260 0.034 0.060
H 3.913 -6.070 -0.681 0.037
H 2.605 -5.073 -0.505 0.033
C 2.540 -1.239 -4.245 -0.101
C 1.701 0.038 -4.161 -0.716
C 0.563 -0.062 -5.198 -0.084
C 2.586 1.238 -4.551 -0.086
C 1.112 0.258 -2.788 -0.157
H 2.996 -1.348 -5.236 0.072
H 1.917 -2.113 -4.050 0.056
H 3.336 -1.226 -3.498 0.021
H 0.968 -0.159 -6.211 0.070
H -0.073 0.826 -5.158 0.074
H -0.058 -0.938 -4.988 0.069
H 3.054 1.087 -5.530 0.067
H 3.374 1.374 -3.808 0.077
H 1.990 2.154 -4.585 0.072
H 0.713 1.282 -2.764 -0.043
```

HOMO-LUMO gap (spin up / spin down): 3.50 / 5.54 eV
ΔE to the lowest compared entry with this formula, charge and spin: 0.000 eV
Net charge: -2

2.
Formula: C34H65BN4O12PS5
Source: OMol25
Level of theory: wB97M-V/def2-TZVPD

XYZ file:
```
122
Properties=species:S:1:pos:R:3:lowdin_charge:R:1
C 0.047 0.938 4.243 0.025
C 0.366 2.270 4.230 -0.112
C 0.946 2.833 2.857 -0.121
C 0.208 2.123 1.701 -0.029
C 0.799 1.000 0.951 0.064
B 2.267 0.420 1.280 -0.530
O 2.396 -1.006 1.290 0.074
N 3.442 1.241 1.603 -0.130
C 4.135 0.787 2.829 -0.091
C 4.362 1.116 0.419 -0.050
C -0.075 0.446 -0.136 -0.232
P 0.600 -0.957 -1.203 0.786
O 1.810 -0.476 -1.970 -0.443
N -1.313 0.868 -0.422 0.123
N -1.781 1.845 0.317 -0.048
C -3.192 2.261 0.009 -0.084
C -4.105 1.556 1.078 -0.135
C -4.131 0.200 1.192 0.014
C -1.181 2.535 1.319 -0.153
N -1.812 3.582 2.017 0.056
C -1.714 4.914 1.346 -0.208
C -0.430 5.139 0.470 -0.076
H -0.780 0.625 4.927 0.083
H 0.557 0.208 3.568 0.057
H 0.190 2.923 5.133 0.071
H 2.057 2.743 2.776 0.107
H 0.725 3.938 2.891 0.091
H 1.842 -1.336 2.022 0.088
H 4.190 -0.325 2.962 0.094
H 5.200 1.154 2.843 0.097
H 3.678 1.196 3.777 0.088
H 4.155 0.207 -0.208 0.093
H 4.197 2.027 -0.217 0.099
H 5.442 1.102 0.702 0.096
H 0.994 -2.055 -0.374 0.028
H -0.363 -1.358 -2.187 0.042
H -3.310 3.365 -0.022 0.104
H -3.497 1.868 -0.998 0.141
H -4.742 2.121 1.804 0.109
H -4.462 -0.322 2.124 0.054
H -3.792 -0.469 0.355 0.078
H -1.516 3.631 2.991 0.121
H -1.699 5.684 2.168 0.129
H -2.640 5.126 0.743 0.106
H 0.465 5.061 1.134 0.070
H -0.371 4.498 -0.444 0.083
H -0.438 6.203 0.097 0.094
C 3.280 -2.651 -6.095 -0.217
C 1.816 -2.832 -6.505 -0.218
C 1.213 -3.901 -5.588 -0.212
S 2.134 -3.822 -4.053 0.671
O 2.862 -5.055 -3.888 -0.313
O 1.285 -3.288 -3.011 -0.381
C 3.277 -2.552 -4.573 -0.229
H 3.722 -1.764 -6.552 0.110
H 3.863 -3.521 -6.412 0.123
H 1.281 -1.887 -6.371 0.122
H 1.722 -3.115 -7.554 0.074
H 0.160 -3.711 -5.385 0.103
H 1.336 -4.901 -6.003 0.109
H 4.254 -2.729 -4.127 0.111
H 2.880 -1.591 -4.240 0.095
C 4.606 -1.315 -11.630 -0.220
C 4.375 -0.383 -10.436 -0.216
C 2.869 -0.357 -10.158 -0.220
S 2.229 -1.935 -10.720 0.678
O 1.346 -1.703 -11.833 -0.306
O 1.831 -2.724 -9.576 -0.337
C 3.779 -2.564 -11.347 -0.229
H 5.662 -1.555 -11.759 0.118
H 4.254 -0.834 -12.547 0.122
H 4.905 -0.774 -9.563 0.114
H 4.757 0.620 -10.628 0.116
H 2.657 -0.240 -9.096 0.097
H 2.371 0.429 -10.725 0.107
H 3.601 -3.172 -12.232 0.111
H 4.236 -3.168 -10.561 0.108
C 2.418 6.682 7.567 -0.213
C 3.267 6.493 6.306 -0.208
C 2.632 5.362 5.492 -0.221
S 0.885 5.376 5.895 0.673
O 0.563 4.146 6.587 -0.332
O 0.132 5.830 4.745 -0.338
C 0.969 6.695 7.094 -0.222
H 2.675 7.602 8.094 0.122
H 2.581 5.845 8.251 0.124
H 3.261 7.416 5.721 0.121
H 4.306 6.267 6.549 0.120
H 2.755 5.518 4.421 0.103
H 3.035 4.389 5.775 0.109
H 0.253 6.515 7.894 0.114
H 0.732 7.628 6.579 0.113
C -7.702 -3.887 2.373 -0.212
C -8.273 -2.466 2.358 -0.216
C -7.894 -1.805 3.687 -0.222
S -6.375 -2.593 4.221 0.666
O -6.638 -3.323 5.434 -0.307
O -5.282 -1.646 4.115 -0.357
C -6.268 -3.752 2.870 -0.236
H -7.742 -4.349 1.386 0.119
H -8.280 -4.510 3.062 0.123
H -7.831 -1.905 1.530 0.114
H -9.354 -2.466 2.213 0.116
H -7.724 -0.735 3.572 0.100
H -8.650 -1.980 4.452 0.107
H -5.844 -4.692 3.220 0.103
H -5.625 -3.312 2.106 0.092
C -0.028 -4.255 1.731 -0.221
C -0.291 -3.440 3.002 -0.209
C -1.803 -3.227 3.104 -0.214
S -2.561 -4.619 2.270 0.662
O -3.252 -4.131 1.099 -0.325
O -3.207 -5.461 3.245 -0.311
C -1.038 -5.396 1.749 -0.217
H 0.996 -4.628 1.694 0.124
H -0.192 -3.625 0.852 0.095
H 0.064 -4.000 3.872 0.125
H 0.239 -2.485 2.989 0.086
H -2.138 -3.202 4.140 0.111
H -2.114 -2.317 2.591 0.095
H -1.175 -5.866 0.777 0.115
H -0.772 -6.146 2.495 0.114
```

HOMO-LUMO gap: 7.43 eV
Net charge: +1

3.
Formula: C34H65Cl28NO5S2
Source: OMol25
Level of theory: wB97M-V/def2-TZVPD

XYZ file:
```
135
Properties=species:S:1:pos:R:3:lowdin_charge:R:1
C 1.584 1.246 4.216 -0.066
C 2.015 2.071 2.997 -0.271
O 0.919 2.693 2.327 -0.142
C 0.358 3.749 3.068 -0.183
C -1.172 3.756 3.101 -0.197
O -1.670 4.188 4.394 -0.170
S -2.687 3.098 4.937 0.578
O -1.946 2.083 5.605 -0.211
O -3.795 3.682 5.608 -0.221
O -3.180 2.659 3.485 -0.133
C -2.000 2.520 2.653 -0.259
N -1.442 1.210 2.904 0.111
C -1.827 0.250 2.264 -0.738
S -2.326 -1.027 1.526 0.770
H 0.545 0.932 4.124 0.057
H 2.202 0.349 4.291 0.040
H 1.708 1.801 5.148 0.077
H 2.492 1.438 2.253 0.048
H 2.746 2.828 3.309 0.118
H 0.671 4.691 2.603 0.128
H 0.713 3.776 4.097 0.058
H -1.511 4.545 2.425 0.157
H -2.293 2.669 1.617 0.133
Cl -4.991 2.735 -1.238 0.538
C -4.100 1.851 -2.512 -0.723
C -3.209 0.783 -1.936 -0.674
Cl -1.863 1.491 -1.003 0.570
H -3.514 2.570 -3.073 0.008
H -4.839 1.429 -3.188 -0.014
H -2.762 0.202 -2.740 0.023
H -3.753 0.109 -1.277 0.062
Cl -7.658 0.900 -4.848 0.572
C -6.788 0.069 -6.166 -0.692
C -5.958 -1.075 -5.639 -0.635
Cl -4.591 -0.461 -4.670 0.641
H -6.186 0.813 -6.674 0.017
H -7.538 -0.313 -6.859 0.057
H -5.536 -1.649 -6.461 0.048
H -6.550 -1.741 -5.016 0.074
Cl -2.083 2.187 -5.196 0.568
C -1.311 1.055 -6.335 -0.652
C -0.561 -0.015 -5.585 -0.659
Cl 0.853 0.618 -4.712 0.537
H -0.670 1.631 -6.997 0.035
H -2.107 0.596 -6.921 0.034
H -0.201 -0.776 -6.277 0.077
H -1.208 -0.489 -4.850 0.051
Cl 4.435 -2.840 4.627 0.534
C 5.529 -2.449 3.269 -0.705
C 6.014 -1.024 3.324 -0.655
Cl 4.678 0.120 3.019 0.591
H 4.991 -2.646 2.345 0.027
H 6.373 -3.128 3.334 0.008
H 6.761 -0.858 2.552 0.039
H 6.447 -0.785 4.292 0.071
Cl -0.259 4.653 8.233 0.556
C 0.242 6.335 7.924 -0.669
C 0.133 6.690 6.465 -0.628
Cl 1.326 5.800 5.479 0.608
H 1.261 6.445 8.284 -0.011
H -0.414 6.980 8.507 0.076
H 0.329 7.751 6.322 0.074
H -0.854 6.455 6.072 0.064
Cl -3.580 3.646 -8.350 0.571
C -2.898 5.295 -8.237 -0.633
C -1.435 5.319 -8.603 -0.653
Cl -0.447 4.461 -7.397 0.571
H -3.060 5.645 -7.221 0.073
H -3.462 5.922 -8.924 0.074
H -1.080 6.347 -8.642 0.074
H -1.267 4.852 -9.570 0.067
Cl 8.882 -2.731 2.497 0.597
C 8.942 -4.193 1.472 -0.657
C 8.479 -3.916 0.066 -0.644
Cl 6.737 -3.540 -0.007 0.563
H 8.332 -4.955 1.949 0.001
H 9.976 -4.531 1.459 0.073
H 8.642 -4.802 -0.546 0.071
H 9.014 -3.078 -0.372 0.068
Cl -7.984 -0.530 6.754 0.524
C -7.028 0.951 7.034 -0.663
C -5.548 0.719 6.876 -0.666
Cl -4.889 -0.321 8.166 0.538
H -7.267 1.314 8.030 0.067
H -7.357 1.685 6.300 0.072
H -5.024 1.672 6.931 0.056
H -5.320 0.250 5.923 0.070
Cl -4.552 0.030 -8.554 0.615
C -4.269 0.640 -10.208 -0.640
C -5.413 1.497 -10.686 -0.657
Cl -6.907 0.549 -10.927 0.562
H -4.114 -0.221 -10.854 0.071
H -3.357 1.234 -10.180 0.056
H -5.159 1.945 -11.645 0.078
H -5.637 2.291 -9.979 0.039
Cl 6.146 -6.463 3.138 0.566
C 6.432 -8.207 2.885 -0.655
C 7.899 -8.551 2.915 -0.664
Cl 8.759 -7.871 1.510 0.546
H 5.983 -8.482 1.934 0.063
H 5.917 -8.734 3.687 0.076
H 8.028 -9.631 2.876 0.035
H 8.377 -8.170 3.814 0.070
Cl 2.748 -1.165 0.694 0.565
C 1.181 -1.934 0.334 -0.663
C 1.228 -2.738 -0.941 -0.652
Cl 1.425 -1.690 -2.372 0.524
H 0.433 -1.145 0.273 0.030
H 0.941 -2.584 1.173 0.074
H 0.292 -3.281 -1.065 0.070
H 2.051 -3.449 -0.933 0.066
Cl 1.901 6.217 11.755 0.538
C 3.284 5.142 11.420 -0.658
C 4.347 5.831 10.604 -0.653
Cl 3.781 6.171 8.949 0.572
H 2.902 4.262 10.909 0.070
H 3.698 4.842 12.382 0.072
H 5.221 5.188 10.518 0.073
H 4.644 6.775 11.054 0.067
Cl 9.271 -9.752 -1.816 0.532
C 9.646 -11.257 -0.940 -0.662
C 8.403 -12.043 -0.607 -0.648
Cl 7.396 -11.216 0.611 0.562
H 10.198 -10.991 -0.042 0.067
H 10.286 -11.853 -1.587 0.073
H 8.678 -13.009 -0.187 0.073
H 7.788 -12.204 -1.489 0.069
Cl -11.261 -0.801 -7.036 0.540
C -10.297 -0.326 -8.460 -0.669
C -9.792 1.091 -8.371 -0.681
Cl -11.109 2.287 -8.483 0.549
H -10.919 -0.469 -9.340 0.068
H -9.449 -1.008 -8.514 0.063
H -9.115 1.282 -9.202 0.028
H -9.266 1.268 -7.435 0.036
```

HOMO-LUMO gap: 9.45 eV

4.
Formula: C34H65F5N4O22
Source: OMol25
Level of theory: wB97M-V/def2-TZVPD

XYZ file:
```
130
Properties=species:S:1:pos:R:3:lowdin_charge:R:1
C -3.146 5.408 0.374 0.014
N -2.421 4.051 0.125 -0.291
C -1.017 4.355 -0.417 0.001
C -2.215 3.388 1.511 0.015
C -3.408 3.214 -0.794 -0.049
C -2.802 1.876 -1.151 -0.203
O -1.717 2.054 -2.059 -0.078
H -4.138 5.102 0.707 0.100
H -2.977 5.918 -0.575 0.106
H -2.713 5.958 1.209 0.094
H -1.087 4.545 -1.488 0.106
H -0.417 3.445 -0.390 0.074
H -0.581 5.173 0.156 0.098
H -3.168 3.048 1.916 0.112
H -1.699 4.039 2.216 0.090
H -1.638 2.476 1.356 0.074
H -3.568 3.887 -1.637 0.135
H -4.378 3.273 -0.301 0.127
H -3.606 1.358 -1.674 0.130
H -2.461 1.289 -0.298 0.119
H -1.040 1.411 -1.838 0.011
C 0.766 4.925 3.718 -0.004
N 2.296 4.784 3.845 -0.275
C 2.836 6.146 4.395 0.016
C 2.612 3.657 4.895 0.052
C 2.889 4.326 2.429 -0.054
C 2.667 2.866 2.042 -0.247
O 1.316 2.601 1.801 -0.070
H 0.285 5.387 4.581 0.112
H 0.503 3.867 3.718 0.058
H 0.412 5.266 2.745 0.089
H 2.416 7.052 3.957 0.102
H 3.921 6.045 4.376 0.099
H 2.542 6.256 5.438 0.093
H 2.153 4.015 5.817 0.109
H 3.696 3.546 4.872 0.112
H 2.097 2.764 4.540 0.084
H 3.975 4.418 2.436 0.132
H 2.532 5.008 1.656 0.133
H 3.142 2.218 2.778 0.120
H 3.213 2.797 1.101 0.114
H 1.117 1.897 1.181 0.003
C 0.217 -0.166 -0.504 -0.957
O 0.342 0.807 0.269 -0.085
O -0.016 0.048 -1.727 -0.087
O 0.345 -1.319 -0.026 -0.075
C -0.227 -4.890 0.438 -0.061
C 0.044 -4.453 1.863 -0.414
C 0.325 -5.646 2.790 -0.185
O -0.852 -6.462 2.808 -0.196
C -0.832 -7.648 3.599 -0.098
N 1.060 -3.415 1.815 0.047
H 0.539 -5.578 0.080 0.085
H -0.369 -4.066 -0.261 0.050
H -1.135 -5.485 0.344 0.071
H -0.778 -3.905 2.324 0.127
H 0.522 -5.263 3.791 0.116
H 1.242 -6.153 2.487 0.123
H -1.711 -8.210 3.286 0.084
H -1.087 -7.334 4.611 0.080
H 0.069 -8.262 3.569 0.086
H 1.875 -3.576 1.241 0.051
H 0.659 -2.636 1.313 0.013
C 0.949 -4.654 -3.248 -0.039
C 0.450 -3.212 -3.571 -0.407
C -1.041 -3.043 -3.238 -0.219
O -1.771 -3.646 -4.273 -0.147
C -3.165 -3.652 -3.895 -0.078
N 1.158 -2.280 -2.757 0.048
H 2.025 -4.683 -3.422 0.074
H 0.467 -5.482 -3.768 0.076
H 0.797 -4.875 -2.191 0.043
H 0.721 -3.077 -4.619 0.135
H -1.282 -1.990 -3.090 0.092
H -1.198 -3.474 -2.249 0.104
H -3.436 -4.507 -3.276 0.080
H -3.703 -3.938 -4.799 0.092
H -3.525 -2.723 -3.453 0.085
H 1.100 -2.494 -1.772 0.042
H 0.697 -1.390 -2.640 0.001
C 0.312 -0.522 3.427 -0.061
C -1.109 -0.358 2.865 -0.365
O -1.453 0.936 3.337 0.100
C -0.682 1.194 4.485 -0.441
O -0.724 2.256 5.148 0.070
O 0.368 0.363 4.514 0.083
F -1.960 -1.209 3.341 0.114
H 0.953 -0.270 2.582 0.119
H 0.438 -1.576 3.674 0.130
H -1.148 -0.563 1.795 0.133
C 3.604 -1.591 0.483 -0.011
C 3.794 -0.457 -0.566 -0.361
O 4.920 -0.858 -1.312 0.136
C 5.609 -1.753 -0.479 -0.508
O 6.647 -2.375 -0.853 0.093
O 4.976 -1.938 0.608 0.107
F 4.006 0.696 -0.022 0.108
H 3.007 -2.411 0.087 0.122
H 3.144 -1.197 1.389 0.136
H 2.929 -0.227 -1.188 0.157
C 2.199 2.992 -1.758 -0.054
C 2.134 2.516 -3.164 -0.379
O 3.386 2.749 -3.651 0.169
C 4.232 3.244 -2.730 -0.475
O 5.483 3.366 -2.867 0.105
O 3.555 3.413 -1.592 0.075
F 1.247 3.243 -3.828 0.100
H 1.846 2.173 -1.131 0.113
H 1.483 3.812 -1.702 0.130
H 1.820 1.473 -3.194 0.163
C -3.043 -2.133 0.033 -0.082
C -3.651 -3.534 0.163 -0.242
O -5.032 -3.276 0.046 0.169
C -5.148 -2.189 -0.698 -0.579
O -6.154 -1.809 -1.261 0.149
O -4.022 -1.501 -0.666 0.076
F -3.296 -4.192 1.347 0.051
H -2.133 -2.052 -0.562 0.123
H -2.837 -1.664 0.996 0.127
H -3.269 -4.136 -0.661 0.156
C -0.415 -0.006 -5.144 -0.064
C -1.775 0.124 -4.681 -0.425
O -2.610 -0.589 -5.500 0.148
C -1.896 -1.226 -6.476 -0.456
O -2.321 -2.033 -7.302 0.133
O -0.582 -0.955 -6.189 0.072
F -2.088 1.401 -4.678 0.106
H 0.314 -0.297 -4.387 0.117
H 0.105 0.874 -5.522 0.144
H -1.833 -0.303 -3.679 0.140
```

HOMO-LUMO gap: 6.75 eV
ΔE to the lowest compared entry with this formula, charge and spin: 5.231 eV